{
  "formula": "C92H198F12N7O8P3S4",
  "method": "ωB97M-V/def2-TZVPD",
  "molar_mass_g_mol": 1979.8,
  "gap_ha": 0.3627,
  "largest_force_ev_per_a": 4.34,
  "charge": 6,
  "e_lumo_ev": -7.67,
  "elements": ["C", "C", "C", "N", "C", "C", "C", "C", "C", "H", "H", "H", "H", "H", "H", "H", "H", "H", "H", "H", "H", "H", "H", "H", "H", "H", "H", "C", "C", "C", "N", "C", "C", "C", "C", "C", "H", "H", "H", "H", "H", "H", "H", "H", "H", "H", "H", "H", "H", "H", "H", "H", "H", "H", "C", "C", "C", "N", "C", "C", "C", "C", "C", "H", "H", "H", "H", "H", "H", "H", "H", "H", "H", "H", "H", "H", "H", "H", "H", "H", "H", "C", "C", "C", "N", "C", "C", "C", "C", "C", "H", "H", "H", "H", "H", "H", "H", "H", "H", "H", "H", "H", "H", "H", "H", "H", "H", "H", "C", "C", "C", "N", "C", "C", "C", "C", "C", "H", "H", "H", "H", "H", "H", "H", "H", "H", "H", "H", "H", "H", "H", "H", "H", "H", "H", "C", "C", "C", "C", "P", "C", "C", "C", "C", "C", "C", "C", "C", "C", "C", "C", "C", "H", "H", "H", "H", "H", "H", "H", "H", "H", "H", "H", "H", "H", "H", "H", "H", "H", "H", "H", "H", "H", "H", "H", "H", "H", "H", "H", "H", "H", "H", "H", "H", "H", "H", "H", "H", "C", "C", "C", "C", "P", "C", "C", "C", "C", "C", "C", "C", "C", "C", "C", "C", "C", "H", "H", "H", "H", "H", "H", "H", "H", "H", "H", "H", "H", "H", "H", "H", "H", "H", "H", "H", "H", "H", "H", "H", "H", "H", "H", "H", "H", "H", "H", "H", "H", "H", "H", "H", "H", "C", "C", "C", "C", "P", "C", "C", "C", "C", "C", "C", "C", "C", "C", "C", "C", "C", "H", "H", "H", "H", "H", "H", "H", "H", "H", "H", "H", "H", "H", "H", "H", "H", "H", "H", "H", "H", "H", "H", "H", "H", "H", "H", "H", "H", "H", "H", "H", "H", "H", "H", "H", "H", "C", "F", "F", "F", "S", "O", "O", "N", "S", "O", "O", "C", "F", "F", "F", "C", "F", "F", "F", "S", "O", "O", "N", "S", "O", "O", "C", "F", "F", "F"],
  "positions_angstrom": [[-2.09748, -4.11969, -5.66912], [-0.61905, -4.62766, -5.76153], [0.39070, -3.73923, -5.06200], [1.88088, -4.26041, -4.90150], [2.32055, -4.62229, -6.29601], [2.09318, -5.51245, -4.08986], [3.08015, -5.03394, -2.95963], [2.88366, -3.55737, -2.84798], [2.75237, -3.11582, -4.29725], [-2.20200, -3.11624, -6.08830], [-2.39986, -4.17518, -4.61645], [-2.70027, -4.82130, -6.21465], [-0.40878, -4.83760, -6.85628], [-0.60552, -5.61053, -5.19881], [-0.06152, -3.43878, -4.05899], [0.52576, -2.82650, -5.61989], [1.80974, -5.47598, -6.73475], [3.40047, -4.87520, -6.22685], [2.23421, -3.76708, -6.97793], [2.38651, -6.31741, -4.74158], [1.14741, -5.76169, -3.56347], [4.08712, -5.33951, -3.12554], [2.78809, -5.50504, -2.01416], [3.83844, -3.10152, -2.55948], [2.08156, -3.14921, -2.27356], [3.68360, -3.21502, -4.94170], [2.23123, -2.16489, -4.50587], [-2.44423, -3.40939, 8.13317], [-1.90761, -2.49102, 9.26357], [-2.28103, -2.98810, 10.60841], [-1.82083, -2.04634, 11.72577], [-1.99173, -2.77663, 13.01282], [-2.71526, -0.82166, 11.85278], [-1.99841, 0.11519, 12.81750], [-0.50901, -0.28035, 12.57863], [-0.42006, -1.48859, 11.67653], [-2.01031, -3.14321, 7.18142], [-3.55123, -3.42079, 7.98886], [-2.22043, -4.46097, 8.29785], [-2.16631, -1.43550, 9.01328], [-0.82507, -2.51928, 9.18589], [-1.77066, -3.93586, 10.71443], [-3.38799, -3.07760, 10.70770], [-3.02549, -3.13417, 13.17337], [-1.73406, -2.08524, 13.84063], [-1.32244, -3.64586, 13.16004], [-3.69711, -1.21027, 12.07348], [-2.82054, -0.38116, 10.83803], [-2.31577, 0.01233, 13.87451], [-2.26323, 1.17299, 12.59859], [0.06845, -0.47965, 13.51849], [0.13490, 0.51895, 12.19021], [0.31235, -2.27443, 11.88753], [-0.10133, -1.15857, 10.69780], [6.68686, -9.02369, 5.48645], [6.28849, -8.13529, 4.32385], [4.79004, -8.25609, 3.96342], [4.18405, -7.14344, 3.15225], [4.71791, -7.08752, 1.76781], [4.36116, -5.85292, 3.88518], [2.94352, -5.30382, 4.05607], [2.14188, -6.56645, 4.29306], [2.66600, -7.34580, 3.16115], [6.25238, -9.99849, 5.38640], [6.33850, -8.52684, 6.38573], [7.75255, -9.09962, 5.58605], [6.87388, -8.43375, 3.47392], [6.52511, -7.08750, 4.52136], [4.17413, -8.41807, 4.81303], [4.73016, -9.18188, 3.40927], [5.80872, -6.91491, 1.77986], [4.22002, -6.27197, 1.17582], [4.50594, -8.08279, 1.33675], [5.14077, -5.26616, 3.28320], [4.83426, -6.13141, 4.84906], [2.63481, -4.76582, 3.15217], [3.05472, -4.57088, 4.89315], [1.09226, -6.39033, 4.15592], [2.13355, -7.00295, 5.25535], [2.33982, -6.89978, 2.21930], [2.54229, -8.41694, 3.07897], [8.43125, -0.75139, 8.97207], [8.81825, 0.70366, 8.59432], [7.79817, 1.31561, 7.71191], [8.00357, 2.78760, 7.26783], [9.41318, 3.03690, 6.79204], [7.59879, 3.73844, 8.46200], [6.08587, 3.99647, 8.27278], [5.71772, 3.13223, 6.98075], [6.97578, 3.03602, 6.18939], [7.38914, -0.80717, 9.29387], [9.03842, -1.06986, 9.79498], [8.48824, -1.45882, 8.14793], [9.78882, 0.66105, 8.16885], [8.83362, 1.28583, 9.53163], [6.77728, 1.34066, 8.06200], [7.63760, 0.76222, 6.81734], [9.64932, 2.50840, 5.83374], [10.09356, 2.81974, 7.61804], [9.38365, 4.07064, 6.68700], [8.20193, 4.59362, 8.26699], [7.80611, 3.22855, 9.36656], [5.99849, 5.06703, 8.11502], [5.53319, 3.66492, 9.13458], [5.03747, 3.72905, 6.42024], [5.17360, 2.18859, 7.10475], [7.24854, 4.03233, 5.78796], [7.18974, 2.25261, 5.42056], [-7.47042, -6.17463, 0.17425], [-7.79342, -7.57159, 0.64014], [-9.25329, -7.67172, 1.03644], [-9.88758, -8.99233, 1.25108], [-9.81744, -9.77291, 0.04615], [-11.36266, -8.81560, 1.53980], [-11.64900, -9.72906, 2.73317], [-10.42755, -10.70003, 2.74028], [-9.30457, -9.78479, 2.43977], [-7.72577, -5.40736, 0.94703], [-8.07210, -5.93732, -0.72232], [-6.43758, -6.13492, -0.04342], [-7.30558, -7.79584, 1.58968], [-7.40975, -8.25903, -0.10180], [-9.78099, -7.18282, 0.19743], [-9.41711, -7.17449, 2.03089], [-10.20283, -9.25296, -0.82427], [-10.33467, -10.71656, 0.27217], [-8.79778, -10.03394, -0.07351], [-11.93094, -9.06040, 0.61474], [-11.58596, -7.76373, 1.80171], [-12.61606, -10.25232, 2.75085], [-11.58579, -9.12451, 3.68520], [-10.56614, -11.47631, 1.92633], [-10.26207, -11.23961, 3.69770], [-8.39495, -10.28915, 2.12378], [-9.06266, -9.01782, 3.11756], [5.61671, 4.51499, -0.14607], [6.80700, 3.51620, -0.27612], [6.26847, 2.08800, -0.71061], [5.74882, 2.22454, -2.15793], [5.28903, 0.66355, -3.02049], [3.76249, 0.04298, -2.30649], [2.35911, 0.77891, -2.40853], [1.49531, 0.36220, -3.54682], [0.13610, 1.12680, -3.57595], [5.13304, 1.10430, -4.80324], [4.42303, 0.03561, -5.69680], [3.42550, 0.67615, -6.63587], [2.73361, -0.41929, -7.48862], [6.55913, -0.55867, -2.89975], [6.53286, -1.93977, -3.66114], [7.84906, -2.69467, -3.62128], [7.59753, -4.20189, -3.85947], [6.01137, 5.51633, 0.13182], [4.78627, 4.24349, 0.52286], [5.17022, 4.75890, -1.13118], [7.29130, 3.52932, 0.69830], [7.55922, 3.92683, -0.98770], [5.46361, 1.79889, -0.06039], [7.02607, 1.32629, -0.52112], [6.44364, 2.81860, -2.80748], [4.85940, 2.82997, -2.03510], [3.95659, -0.01566, -1.22299], [3.62688, -0.94197, -2.75361], [2.56172, 1.83629, -2.37145], [1.89629, 0.61524, -1.43772], [1.24497, -0.70904, -3.38531], [2.01414, 0.59221, -4.47268], [0.33189, 2.22370, -3.81737], [-0.46284, 0.99696, -2.68505], [-0.50491, 0.71340, -4.38546], [6.19509, 1.22693, -5.10809], [4.54822, 2.02993, -4.77921], [3.99591, -0.67037, -4.95218], [5.23145, -0.52328, -6.20134], [4.00299, 1.35618, -7.22204], [2.73617, 1.27348, -5.99224], [1.77996, -0.20156, -7.94177], [2.57929, -1.28403, -6.86799], [3.39828, -0.72169, -8.30157], [6.63639, -0.70829, -1.81834], [7.45772, 0.01362, -3.21513], [6.25855, -1.75342, -4.70252], [5.67347, -2.45410, -3.27460], [8.35950, -2.57725, -2.66207], [8.51339, -2.28129, -4.37744], [7.29429, -4.37908, -4.88608], [6.77658, -4.58402, -3.24846], [8.47304, -4.78137, -3.52064], [-6.11400, 0.03486, 3.77470], [-6.17872, 0.04630, 2.20730], [-5.42419, 1.21255, 1.68023], [-5.56463, 1.27066, 0.15408], [-5.12842, 2.90617, -0.47195], [-6.64440, 3.93587, -0.19985], [-7.99563, 3.48099, -0.71960], [-9.14672, 4.53506, -0.72521], [-9.54820, 4.98512, -2.06383], [-3.75497, 3.70070, 0.30783], [-3.68423, 3.99133, 1.79246], [-2.42427, 4.84898, 2.03504], [-1.93440, 5.02994, 3.51961], [-4.67632, 2.76305, -2.26144], [-5.47909, 1.81361, -3.21181], [-4.68934, 1.76103, -4.55385], [-3.40464, 0.89175, -4.46905], [-6.65501, 0.90363, 4.14754], [-5.06172, 0.03949, 4.08366], [-6.60602, -0.84615, 4.15199], [-7.22688, 0.08947, 1.96030], [-5.71867, -0.86464, 1.80573], [-4.38484, 1.07547, 1.94919], [-5.82816, 2.15809, 2.07334], [-6.60217, 1.19976, -0.09156], [-5.00146, 0.49930, -0.34291], [-6.38930, 4.92620, -0.59759], [-6.64929, 4.11039, 0.87942], [-8.23175, 2.52835, -0.23509], [-7.81108, 3.23872, -1.76281], [-8.85801, 5.38483, -0.09862], [-9.96714, 4.11453, -0.17040], [-9.81646, 4.08735, -2.69655], [-8.75521, 5.37590, -2.69869], [-10.42993, 5.61762, -2.15877], [-3.77599, 4.70030, -0.08668], [-2.83991, 3.20376, 0.01596], [-3.63445, 3.02553, 2.32314], [-4.56429, 4.52930, 2.25829], [-2.63792, 5.87750, 1.66032], [-1.63297, 4.46256, 1.37221], [-2.83287, 5.25919, 4.11946], [-1.25269, 5.83665, 3.59260], [-1.47417, 4.12687, 3.91582], [-3.62676, 2.53481, -2.34752], [-4.82376, 3.77371, -2.65738], [-6.44820, 2.23669, -3.43448], [-5.63964, 0.91428, -2.65372], [-4.48615, 2.81653, -4.82294], [-5.42068, 1.51322, -5.33405], [-2.69919, 1.05740, -5.38262], [-3.66604, -0.18043, -4.42916], [-2.88142, 1.14009, -3.57497], [-1.18453, 8.11764, -1.66193], [-0.65397, 8.93283, -2.82501], [-1.05661, 8.22598, -4.11680], [-0.40603, 8.87095, -5.33909], [-1.07974, 8.35257, -6.91976], [-2.84782, 8.71077, -6.83609], [-3.51026, 8.79408, -8.21980], [-4.90743, 9.40142, -8.05371], [-5.46422, 9.75470, -9.40748], [-0.07185, 9.18277, -8.23965], [-0.08126, 8.55810, -9.60590], [0.14954, 9.58981, -10.70414], [0.08286, 8.98864, -12.11094], [-0.94172, 6.64367, -7.05898], [0.48592, 6.06084, -6.68332], [0.45595, 4.55955, -6.42502], [-0.03369, 3.76074, -7.61875], [-0.87671, 7.07640, -1.60161], [-2.27497, 8.21074, -1.77580], [-0.83134, 8.56349, -0.76060], [0.43656, 8.98483, -2.78211], [-1.06257, 9.92428, -2.84393], [-2.14167, 8.39339, -4.21924], [-0.84371, 7.15848, -4.00713], [0.70015, 8.58334, -5.41368], [-0.49336, 9.97364, -5.31107], [-3.03833, 9.66668, -6.34119], [-3.26143, 7.99516, -6.13897], [-3.61500, 7.83376, -8.70575], [-2.94890, 9.42065, -8.94579], [-4.89168, 10.26993, -7.42726], [-5.62755, 8.65111, -7.54075], [-5.51835, 8.89481, -9.99440], [-4.88985, 10.59657, -9.87123], [-6.46592, 10.09206, -9.34315], [0.87602, 9.22648, -7.75376], [-0.44173, 10.23538, -8.34498], [-1.05166, 8.06835, -9.85691], [0.73112, 7.88338, -9.70407], [1.14050, 10.10133, -10.55005], [-0.65713, 10.30647, -10.55856], [0.22247, 9.78682, -12.80528], [-0.89495, 8.54102, -12.35873], [0.88229, 8.26942, -12.25179], [-1.25401, 6.26614, -8.02897], [-1.66675, 6.24087, -6.31827], [0.80570, 6.61530, -5.73963], [1.22962, 6.25902, -7.51470], [-0.23116, 4.33635, -5.62620], [1.47367, 4.30700, -6.08005], [0.60133, 3.93844, -8.50887], [-1.09849, 4.03097, -7.84468], [0.09965, 2.66865, -7.53025], [6.28741, -2.24686, 4.48363], [7.06206, -2.20368, 5.52768], [6.62085, -3.43989, 3.97474], [5.02692, -2.42110, 4.94152], [6.30288, -0.75517, 3.43078], [5.66186, 0.22398, 4.26237], [7.68955, -0.65968, 3.03394], [5.53757, -1.25840, 2.23008], [4.06500, -0.85398, 1.77754], [3.10923, -0.96955, 2.81268], [3.99133, 0.28064, 0.95770], [3.71985, -2.28402, 0.64332], [4.63852, -2.40884, -0.28681], [3.65368, -3.45067, 1.17839], [2.57752, -2.06563, -0.06475], [-1.67699, -0.46204, 2.09377], [-1.69065, 0.72864, 2.71024], [-0.54879, -1.11554, 2.43139], [-2.73720, -1.15242, 2.49103], [-1.69930, -0.36538, 0.18688], [-2.59273, 0.79942, -0.14802], [-0.31368, -0.10722, -0.14377], [-2.39108, -1.69923, -0.21142], [-1.43606, -2.97651, -0.49713], [-1.45951, -3.28556, -1.87392], [-0.21317, -3.01112, 0.23317], [-2.61193, -4.26433, 0.20897], [-3.77996, -4.33959, -0.39803], [-1.95717, -5.48886, 0.16878], [-2.82059, -4.08290, 1.49382]]
}